Entry 1:
# C41H65Br2CrN5Si

C41H65Br2CrN5Si as an isolated structure (the ωB97M-V functional and the def2-TZVPD basis, the Open Molecules 2025 dataset).

The calculation puts the energy above the lowest of the compared OMol25 structures with the same formula, charge and spin at 54.8 kJ/mol. The spin multiplicity is 4. As for the expectation value of S²: 3.83. Its charge is +1. The gap between HOMO and LUMO (spin up / spin down) comes out at 7.018 / 6.935 eV. The HOMO energy (spin up / spin down) is -10.6 / -10.9 eV.

Each line ends with the Mulliken charge.
Geometry (Å):
Cr -1.205 -1.095 -1.529  -0.38
C -3.121 -1.368 -0.277  -0.85
C -3.022 -2.408 -1.267  0.88
C -1.851 -3.175 -0.916  0.02
C -1.300 -2.561 0.240  -0.92
C -2.147 -1.541 0.727  1.50
C -2.234 -1.145 2.184  2.38
C -0.852 -0.933 2.809  -1.86
C -3.106 0.086 2.451  -1.76
C -2.902 -2.366 2.853  -1.80
C -1.222 -4.441 -1.481  1.47
C -2.125 -5.639 -1.152  -1.64
C -0.931 -4.341 -2.986  -1.51
C 0.139 -4.728 -0.820  -2.21
C -4.303 -2.676 -2.050  1.77
C -4.952 -1.333 -2.454  -1.70
C -5.252 -3.396 -1.071  -1.66
C -4.200 -3.538 -3.310  -1.89
H -3.976 -0.725 -0.162  0.33
H -0.480 -2.961 0.811  0.72
H -0.315 -0.142 2.293  0.16
H -0.263 -1.845 2.765  0.38
H -0.966 -0.657 3.855  0.60
H -2.675 0.990 2.033  0.19
H -3.203 0.230 3.525  0.52
H -4.106 -0.037 2.044  0.41
H -2.274 -3.246 2.739  0.34
H -3.866 -2.574 2.395  0.33
H -3.051 -2.182 3.914  0.48
H -3.087 -5.579 -1.647  0.21
H -2.301 -5.679 -0.079  0.33
H -1.642 -6.566 -1.454  0.52
H -1.780 -3.991 -3.556  0.08
H -0.643 -5.317 -3.369  0.64
H -0.096 -3.660 -3.157  0.17
H 0.035 -4.965 0.236  0.36
H 0.823 -3.887 -0.934  0.29
H 0.593 -5.591 -1.302  0.49
H -5.556 -0.927 -1.648  0.41
H -5.613 -1.483 -3.303  0.45
H -4.208 -0.583 -2.720  0.25
H -5.405 -2.805 -0.172  0.29
H -4.846 -4.358 -0.770  0.32
H -6.215 -3.559 -1.547  0.51
H -3.590 -3.073 -4.079  0.26
H -5.199 -3.667 -3.720  0.66
H -3.813 -4.528 -3.097  0.20
N 2.948 -1.406 -1.431  0.40
C 1.818 -1.381 -0.711  -1.84
N 0.801 -1.167 -1.525  1.70
C 1.377 -1.089 -2.765  0.12
N 2.685 -1.223 -2.721  -1.00
C 0.469 -1.018 -3.873  -0.08
C 0.835 -0.923 -5.216  -0.69
N -0.060 -0.912 -6.182  -0.54
C -1.336 -0.987 -5.813  -0.73
C -1.724 -1.060 -4.486  -0.84
N -0.834 -1.093 -3.485  1.25
H 3.903 -1.517 -1.119  0.26
H 1.761 -1.507 0.349  0.91
H 1.879 -0.850 -5.487  0.54
H -2.064 -0.971 -6.611  0.47
H -2.766 -1.072 -4.207  0.49
Br -1.913 5.613 -1.501  -0.17
C -1.748 3.718 -1.603  -0.36
C -1.800 2.953 -0.450  -0.61
C -1.631 1.585 -0.554  0.82
C -1.438 0.928 -1.767  1.11
C -1.411 1.738 -2.904  -0.41
C -1.552 3.115 -2.832  -1.20
H -1.967 3.418 0.509  0.56
H -1.615 1.007 0.356  -0.57
H -1.249 1.328 -3.894  0.26
H -1.494 3.717 -3.725  0.49
C 3.023 0.816 4.226  -1.89
C 3.888 1.360 3.083  2.46
C 4.338 0.135 2.275  -1.61
C 5.121 2.020 3.704  -1.80
Si 2.906 2.658 2.000  -1.57
Br 1.515 1.327 0.787  0.17
C 3.915 3.505 0.576  2.46
C 4.909 2.523 -0.049  -1.94
C 4.684 4.693 1.150  -1.75
C 3.023 4.013 -0.564  -1.79
C 1.656 3.774 2.980  2.61
C 1.060 4.857 2.077  -2.00
C 0.474 2.962 3.525  -1.62
C 2.383 4.461 4.140  -1.80
H 3.591 0.070 4.781  0.59
H 2.122 0.333 3.849  0.12
H 2.746 1.600 4.926  0.36
H 4.914 -0.525 2.921  0.57
H 4.962 0.396 1.428  0.30
H 3.478 -0.427 1.916  0.13
H 5.638 1.304 4.341  0.52
H 4.843 2.872 4.319  0.35
H 5.824 2.356 2.945  0.33
H 5.681 2.227 0.656  0.33
H 5.403 2.996 -0.895  0.63
H 4.400 1.638 -0.429  0.18
H 5.319 4.394 1.980  0.33
H 4.004 5.464 1.503  0.31
H 5.317 5.135 0.383  0.52
H 2.392 3.230 -0.984  0.22
H 3.656 4.379 -1.372  0.55
H 2.385 4.833 -0.249  0.33
H 0.568 4.427 1.207  0.32
H 1.813 5.564 1.739  0.32
H 0.307 5.419 2.628  0.59
H -0.145 2.585 2.713  0.06
H -0.154 3.603 4.142  0.61
H 0.788 2.122 4.136  0.26
H 3.251 5.019 3.791  0.34
H 2.717 3.736 4.879  0.33
H 1.715 5.161 4.641  0.52

Forces on the atoms, in the same order (eV/Å):
Cr -1.048 0.124 1.702
C -0.033 -0.383 0.469
C 0.148 -0.036 0.437
C 0.048 0.046 -0.195
C -0.310 -0.197 0.255
C -0.041 -0.031 -0.902
C 0.126 0.258 0.259
C -0.248 -0.008 -0.173
C 0.132 -0.160 -0.145
C 0.095 0.161 -0.129
C 0.183 -0.205 -0.219
C 0.074 0.177 -0.074
C -0.061 -0.076 0.173
C -0.214 0.023 -0.044
C -0.143 0.014 -0.298
C 0.049 -0.156 0.025
C 0.140 0.051 -0.126
C 0.028 0.055 0.194
H 0.075 0.241 -0.229
H 0.235 0.052 -0.140
H 0.110 0.135 0.012
H 0.149 -0.111 0.028
H 0.048 0.013 0.101
H 0.024 0.142 -0.026
H -0.008 -0.003 0.079
H -0.160 0.001 -0.066
H 0.044 -0.153 0.020
H -0.134 -0.033 -0.010
H -0.008 0.051 0.131
H -0.119 -0.038 -0.039
H -0.045 -0.041 0.117
H 0.036 -0.115 -0.051
H -0.098 0.032 -0.095
H 0.049 -0.101 -0.069
H 0.052 0.016 -0.029
H 0.027 -0.004 0.132
H 0.061 0.038 0.017
H 0.010 -0.060 -0.050
H -0.028 0.131 0.085
H -0.105 0.005 -0.086
H 0.021 0.104 -0.040
H -0.040 0.087 0.083
H 0.029 -0.153 0.016
H -0.143 -0.042 -0.040
H 0.088 -0.001 -0.128
H -0.089 0.001 -0.046
H 0.097 -0.090 -0.073
N -0.624 0.039 0.512
C 0.180 0.086 -0.147
N 0.966 -0.164 0.168
C 0.949 -0.233 1.176
N -0.300 0.131 -1.194
C -0.822 0.056 -0.564
C 0.098 0.037 0.615
N -0.287 -0.049 -0.136
C 0.201 0.078 -0.093
C -0.102 -0.022 0.383
N 0.767 -0.126 -2.132
H -0.135 0.017 0.024
H 0.043 -0.029 0.254
H 0.103 -0.017 0.017
H -0.161 -0.018 0.050
H -0.058 -0.030 -0.005
Br 0.011 -0.288 0.020
C -0.031 0.208 0.071
C 0.007 0.197 -0.081
C 0.034 0.049 0.143
C -0.012 -0.085 0.039
C 0.092 -0.117 -0.028
C 0.026 0.163 -0.005
H 0.036 0.076 0.105
H -0.068 0.044 0.152
H -0.015 -0.019 -0.019
H -0.029 0.061 -0.091
C -0.060 0.191 -0.155
C -0.162 0.185 -0.141
C -0.051 0.173 -0.096
C -0.056 0.088 -0.146
Si -0.163 -0.253 -0.065
Br -0.175 -0.082 -0.117
C -0.150 -0.050 0.176
C -0.096 -0.039 0.205
C -0.068 -0.039 0.140
C -0.186 -0.046 0.111
C 0.190 -0.059 -0.171
C 0.176 -0.118 -0.125
C 0.167 -0.090 -0.082
C 0.113 -0.171 -0.050
H 0.114 -0.103 0.064
H -0.127 -0.022 0.015
H -0.110 0.013 0.113
H 0.095 -0.072 0.142
H 0.086 -0.011 -0.112
H -0.095 -0.070 -0.063
H 0.075 -0.080 0.091
H 0.055 0.149 0.100
H 0.132 0.067 -0.053
H 0.113 -0.121 0.044
H 0.086 0.153 -0.123
H -0.007 -0.147 -0.012
H 0.180 0.043 0.136
H -0.015 0.147 0.060
H 0.111 0.082 -0.118
H -0.020 -0.013 0.003
H 0.146 0.109 -0.051
H -0.100 0.060 -0.024
H -0.057 -0.033 -0.173
H 0.038 0.114 -0.072
H -0.086 0.073 0.148
H -0.054 -0.077 -0.052
H -0.055 0.187 0.115
H -0.042 -0.120 0.081
H 0.102 0.103 0.037
H 0.080 -0.001 0.143
H -0.092 0.074 0.034



Entry 2:
# C41H65BrF9N3O15S2

A 8-piece molecular cluster, C41H65BrF9N3O15S2 overall (the ωB97M-V functional and the def2-TZVPD basis, the Open Molecules 2025 dataset).

Its charge is 0. The gap between HOMO and LUMO comes out at 9.038 eV. The SMILES is CC(=O)NCCCCCO[C@H](N=C=O)[C@](N=C=S)(O[C@@H](Br)CCOC(C)=O)S(=O)(=O)C(F)(F)C(F)(F)C(F)(F)C(F)(F)F.CC(C)=O.CC(C)=O.CC(C)=O.CC(C)=O.CC(C)=O.CC(C)=O.CC(C)=O. The HOMO energy is -9.0 eV.

Each line ends with the Mulliken charge.
Geometry (Å):
C -3.939 -4.026 3.000  -0.91
C -2.546 -3.471 3.146  0.52
O -2.185 -2.968 4.191  -0.65
N -1.673 -3.604 2.079  0.13
C -2.092 -2.962 0.805  -1.24
C -0.905 -3.024 -0.167  -0.58
C -1.237 -3.714 -1.493  -0.63
C 0.036 -4.231 -2.164  -0.45
C -0.333 -4.996 -3.428  -0.99
O -1.041 -6.204 -3.178  -0.52
C -0.208 -7.322 -2.981  -1.16
N -0.371 -8.238 -4.096  -0.45
C -1.125 -7.905 -4.996  0.67
O -1.814 -7.586 -5.863  -0.46
C -0.602 -8.017 -1.622  1.25
N -1.085 -6.970 -0.729  -0.37
C -0.601 -6.898 0.390  0.07
S 0.059 -6.617 1.763  -0.27
O 0.463 -8.660 -0.994  -0.20
C 1.205 -9.573 -1.788  -0.08
Br 2.899 -8.686 -2.256  -0.16
C 1.405 -10.864 -0.968  -0.56
C 2.706 -11.006 -0.220  -1.09
O 3.700 -11.583 -1.071  -0.24
C 4.877 -11.814 -0.417  0.64
C 5.686 -10.614 0.000  -0.80
O 5.247 -12.930 -0.207  -0.55
S -2.067 -9.134 -1.853  1.30
O -1.737 -10.307 -2.620  -0.66
O -3.114 -8.339 -2.431  -0.62
C -2.604 -9.767 -0.178  0.27
F -2.896 -11.057 -0.266  -0.26
F -1.527 -9.654 0.643  -0.24
C -3.765 -8.991 0.500  0.63
F -3.472 -7.684 0.605  -0.15
F -3.816 -9.475 1.762  -0.33
C -5.182 -9.195 -0.152  0.69
F -5.953 -9.874 0.730  -0.29
F -5.123 -9.932 -1.272  -0.26
C -5.952 -7.870 -0.425  0.54
F -6.209 -7.251 0.730  -0.25
F -5.314 -7.073 -1.271  -0.14
F -7.132 -8.212 -0.981  -0.27
H -4.467 -3.802 3.916  0.34
H -4.445 -3.596 2.143  0.32
H -3.884 -5.108 2.908  0.16
H -0.769 -3.261 2.374  0.24
H -2.326 -1.928 1.020  0.55
H -2.962 -3.455 0.389  0.47
H -0.099 -3.577 0.314  0.75
H -0.550 -2.026 -0.401  -0.02
H -1.951 -4.519 -1.348  0.35
H -1.676 -2.989 -2.176  0.31
H 0.703 -3.410 -2.405  0.75
H 0.535 -4.927 -1.487  -0.01
H 0.513 -5.153 -4.101  0.27
H -1.025 -4.369 -3.988  0.69
H 0.810 -6.955 -2.897  0.81
H 0.701 -9.830 -2.709  0.61
H 1.273 -11.706 -1.637  0.40
H 0.611 -10.868 -0.226  0.27
H 3.032 -10.081 0.250  0.50
H 2.539 -11.716 0.594  0.53
H 6.466 -10.483 -0.747  0.27
H 5.090 -9.709 -0.007  0.26
H 6.162 -10.773 0.958  0.29
C -3.968 1.162 -1.351  -1.31
C -2.721 0.317 -1.252  0.93
C -1.413 0.982 -1.578  -1.01
O -2.775 -0.848 -0.918  -0.48
H -4.837 0.562 -1.088  0.32
H -3.899 2.009 -0.667  0.34
H -4.086 1.533 -2.370  0.35
H -1.241 1.815 -0.902  0.26
H -1.428 1.347 -2.608  0.42
H -0.602 0.271 -1.465  0.17
C 2.012 3.308 1.117  -1.01
C 1.204 2.051 1.284  0.78
C 1.042 1.527 2.691  -1.05
O 0.698 1.479 0.341  -0.52
H 2.052 3.575 0.063  0.31
H 1.560 4.125 1.672  0.28
H 3.028 3.149 1.481  0.33
H 0.547 2.275 3.312  0.31
H 2.019 1.298 3.118  0.35
H 0.439 0.622 2.677  0.24
C 3.599 7.937 3.171  -0.91
C 2.789 6.679 3.325  0.81
C 2.622 6.151 4.727  -0.92
O 2.293 6.117 2.373  -0.55
H 3.645 8.215 2.120  0.31
H 3.130 8.743 3.736  0.13
H 4.613 7.775 3.542  0.33
H 2.127 6.900 5.347  0.23
H 3.598 5.921 5.158  0.32
H 2.020 5.244 4.706  0.24
C 1.271 11.602 5.541  -0.86
C 1.754 10.439 6.371  0.71
C 1.641 10.570 7.870  -1.19
O 2.212 9.444 5.857  -0.45
H 1.408 11.378 4.484  0.08
H 0.212 11.782 5.730  0.34
H 1.840 12.499 5.791  0.36
H 0.598 10.710 8.155  0.33
H 2.223 11.427 8.214  0.33
H 2.022 9.669 8.343  0.31
C -0.020 13.567 1.216  -1.03
C 1.209 12.704 1.335  0.84
C 2.534 13.374 1.062  -1.12
O 1.143 11.532 1.631  -0.57
H -0.903 12.969 1.437  0.35
H 0.036 14.397 1.922  0.30
H -0.099 13.966 0.209  0.29
H 2.688 14.195 1.764  0.30
H 2.550 13.768 0.045  0.33
H 3.337 12.650 1.178  0.32
C 3.114 -3.712 -7.448  -1.05
C 1.640 -3.391 -7.539  0.80
C 0.686 -4.562 -7.520  -0.74
O 1.245 -2.254 -7.622  -0.55
H 3.687 -2.788 -7.471  0.30
H 3.326 -4.240 -6.516  0.27
H 3.413 -4.339 -8.289  0.32
H 0.801 -5.121 -6.590  -0.01
H 0.885 -5.223 -8.365  0.39
H -0.336 -4.197 -7.591  0.28
C -2.004 17.293 -0.063  -1.03
C -0.559 17.241 -0.498  0.80
C -0.007 18.467 -1.181  -1.14
O 0.123 16.261 -0.307  -0.48
H -2.274 16.353 0.412  0.23
H -2.151 18.107 0.648  0.33
H -2.649 17.453 -0.928  0.33
H -0.074 19.329 -0.515  0.33
H -0.572 18.675 -2.091  0.33
H 1.035 18.299 -1.441  0.29

Forces on the atoms, in the same order (eV/Å):
C 0.246 0.058 0.061
C 0.086 0.093 0.333
O 0.178 -0.174 0.228
N -0.574 -0.042 -0.170
C 1.056 -0.037 0.389
C -0.533 -0.309 -0.341
C 0.678 0.387 0.078
C -0.717 -0.876 -0.009
C -0.133 0.955 -0.320
O 0.359 -0.394 0.101
C -1.481 0.578 -0.268
N 0.367 0.031 -0.070
C 0.160 0.253 0.392
O -0.153 -0.242 -0.406
C 0.213 1.205 0.891
N 0.504 -1.140 0.132
C 0.285 0.738 0.080
S -0.282 -0.147 -0.046
O -0.202 -0.385 -0.751
C 0.234 -0.549 0.641
Br -0.122 -0.078 -0.196
C 0.349 0.764 -0.232
C -0.177 -0.705 0.391
O -0.061 0.302 -0.010
C 0.363 -0.205 0.516
C -0.297 0.259 -0.484
O 0.015 -0.246 -0.232
S -1.136 -0.550 -2.784
O 0.753 -0.162 1.042
O 0.144 0.379 0.913
C 0.742 0.488 0.696
F -0.235 0.028 -0.238
F -0.166 0.060 -0.077
C -0.303 -0.289 0.484
F 0.036 -0.177 -0.293
F 0.012 0.002 -0.200
C -0.450 -0.064 0.439
F 0.196 0.060 -0.172
F 0.219 0.284 0.041
C -0.572 -0.337 -0.572
F 0.288 0.069 -0.277
F -0.128 -0.005 0.419
F 0.386 0.174 0.201
H -0.204 0.159 0.069
H -0.162 -0.094 -0.120
H -0.008 -0.099 -0.274
H 0.051 0.159 -0.015
H -0.299 0.160 -0.116
H -0.162 -0.119 0.015
H 0.143 -0.049 0.073
H 0.134 0.164 0.186
H -0.013 -0.212 -0.005
H -0.332 0.083 0.023
H 0.197 0.096 -0.041
H 0.323 0.117 0.117
H 0.206 -0.307 0.115
H -0.161 -0.061 -0.153
H 0.358 -0.500 0.183
H -0.013 0.348 -0.205
H 0.018 -0.217 -0.004
H -0.221 -0.093 -0.035
H 0.072 0.278 -0.194
H -0.043 -0.058 0.079
H 0.125 -0.021 -0.077
H -0.001 0.163 0.109
H -0.003 -0.109 0.170
C -0.109 -0.219 0.087
C 0.052 -0.006 -0.040
C -0.189 -0.281 -0.200
O -0.175 0.192 -0.214
H 0.007 -0.009 0.000
H 0.039 0.089 -0.106
H 0.050 0.130 0.033
H 0.025 0.122 -0.074
H -0.058 0.129 0.049
H 0.053 0.020 0.050
C -0.166 -0.233 -0.336
C 0.066 -0.029 -0.039
C -0.144 -0.178 -0.119
O 0.151 0.040 0.191
H 0.012 -0.009 -0.006
H 0.147 0.032 0.135
H -0.031 0.097 0.148
H 0.127 0.044 0.060
H 0.002 0.122 0.079
H -0.001 0.001 -0.006
C -0.043 0.002 -0.318
C 0.024 0.015 -0.001
C -0.184 -0.183 -0.103
O -0.009 0.104 0.079
H -0.010 -0.030 -0.011
H 0.107 -0.023 0.138
H -0.037 0.073 0.141
H 0.156 0.065 0.055
H 0.003 0.124 0.078
H 0.010 -0.006 -0.017
C 0.095 -0.155 -0.241
C -0.018 0.041 -0.019
C 0.095 -0.223 -0.018
O 0.001 -0.046 0.047
H -0.016 -0.011 -0.002
H 0.029 0.113 0.092
H -0.113 0.051 0.097
H 0.017 0.139 0.018
H -0.115 0.081 0.013
H 0.003 -0.006 -0.008
C -0.160 -0.458 0.149
C -0.013 -0.002 0.014
C 0.099 -0.235 0.042
O 0.017 -0.001 0.062
H 0.029 -0.032 0.029
H 0.048 0.138 -0.151
H 0.056 0.203 0.039
H -0.042 0.107 -0.106
H -0.037 0.152 0.051
H -0.010 -0.013 0.005
C 0.005 0.220 -0.011
C 0.003 0.000 -0.006
C -0.156 0.194 -0.016
O -0.007 0.020 0.010
H -0.009 0.011 0.000
H 0.010 -0.124 -0.066
H 0.001 -0.117 0.080
H 0.069 -0.129 -0.079
H 0.073 -0.106 0.095
H -0.004 0.007 0.009
C 0.062 -0.214 0.069
C 0.009 0.018 -0.015
C 0.186 -0.137 0.005
O 0.017 0.125 -0.066
H 0.008 -0.007 -0.002
H -0.058 0.084 -0.098
H -0.018 0.135 0.031
H -0.114 0.051 -0.068
H -0.073 0.103 0.062
H 0.003 -0.012 0.003